ORCA calculation (ωB97M-V/def2-TZVPD) on a cluster of 2 separate species, C3H6IN2 in total at a distorted geometry.

The geometry in XYZ format:
```
12
Properties=species:S:1:pos:R:3:forces:R:3
H -0.704 -1.425 -1.759 0.37 1.02 0.87
H -0.293 -2.205 0.439 0.02 1.76 0.27
H -0.069 1.113 -1.747 -0.10 0.29 -0.93
I 3.142 -0.238 -0.259 0.11 -0.04 0.02
H 0.740 1.614 0.302 0.32 0.40 0.78
N -0.433 0.611 -0.974 -1.08 -0.94 1.55
C -0.516 -0.720 -0.909 0.36 -0.18 -3.13
C -0.164 -0.214 1.186 0.42 3.27 1.94
H -0.992 1.884 0.764 0.68 -1.02 -0.54
N -0.272 -1.158 0.295 -1.14 -4.24 -0.58
C -0.225 1.134 0.393 -0.16 -0.55 0.58
H -0.214 -0.395 2.270 0.19 0.22 -0.83
```
Forces are in eV/Å.

total charge: +1
relative energy (zero: lowest compared OMol25 entry of this formula, charge and spin): 46.9 kcal per mole
frontier orbital gap (alpha / beta): 0.3244 / 0.2021 Eh
total energy: -524.78317 hartree
max |F|: 0.0861 hartree/bohr